Here is a structure of composition C6H10O from the OMol25 dataset. Energies are from the ωB97M-V functional and the def2-TZVPD basis.

Calculated values
- energy relative to the best compared isomer or geometry (same formula, charge and spin) (eV) = 5.498
- total charge = 0
- total energy (Eh) = -309.6403
- lowest unoccupied orbital energy (eV) = 0.63
- highest occupied orbital energy (eV) = -8.6
- maximum force (hartree/bohr) = 0.009

Geometry as XYZ:
```
17
Properties=species:S:1:pos:R:3:nbo_charge:R:1
C 1.85061 -0.66680 0.08001 -0.605
C 0.62535 0.12815 0.50538 -0.234
C 0.36197 1.42948 -0.33021 -0.439
C -1.16147 1.65805 -0.50396 -0.152
C -1.50322 0.52698 0.02628 -0.181
C -0.71942 -0.67166 0.43107 0.012
O -0.76803 -1.74012 -0.48643 -0.700
H 1.76154 -1.01719 -0.95423 0.203
H 2.74471 -0.03577 0.14099 0.217
H 2.00668 -1.54543 0.71420 0.218
H 0.73737 0.42793 1.55462 0.211
H 0.79063 1.34867 -1.33855 0.217
H 0.83533 2.29974 0.13690 0.229
H -2.96698 0.00728 -0.35725 0.177
H -3.00303 0.34109 0.35606 0.163
H -0.99071 -1.11299 1.39289 0.197
H -0.60132 -1.37739 -1.36778 0.468
```


Here is an isolated molecule of C6H10O from the OMol25 dataset. Energies are from the ωB97M-V functional and the def2-TZVPD basis.

Calculated values
- energy relative to the best compared isomer or geometry (same formula, charge and spin) (eV) = 1.354
- total charge = 0
- total energy (Eh) = -309.7926
- lowest unoccupied orbital energy (eV) = 1.16
- highest occupied orbital energy (eV) = -9.4
- maximum force (hartree/bohr) = 0.006
- structure (SMILES) = C[C@H]1O[C@H]2CC[C@H]21

Geometry as XYZ:
```
17
Properties=species:S:1:pos:R:3:nbo_charge:R:1
C -1.41599 -0.90326 1.42067 -0.633
C -1.10301 0.23260 0.47605 0.115
O -0.07524 1.13653 0.94578 -0.538
C 0.43349 1.30250 -0.39513 0.106
C 1.75708 0.57669 -0.61290 -0.421
C 0.96978 -0.74612 -0.78162 -0.408
C -0.35935 0.05390 -0.84695 -0.261
H -0.54964 -1.54276 1.59231 0.209
H -1.73444 -0.49904 2.38533 0.223
H -2.23338 -1.51665 1.02239 0.215
H -2.02591 0.80463 0.29412 0.163
H 0.29816 2.32500 -0.77083 0.179
H 2.47308 0.63714 0.20687 0.215
H 2.24063 0.89564 -1.54320 0.206
H 1.20533 -1.30866 -1.68532 0.210
H 1.04855 -1.43032 0.06630 0.208
H -0.92914 -0.01784 -1.77387 0.211
```


Here is an isolated molecule of C6H10O in a non-equilibrium geometry from the OMol25 dataset. Energies are from the ωB97M-V functional and the def2-TZVPD basis.

Calculated values
- energy relative to the best compared isomer or geometry (same formula, charge and spin) (eV) = 1.365
- total charge = 0
- total energy (Eh) = -309.7922
- lowest unoccupied orbital energy (eV) = 0.94
- highest occupied orbital energy (eV) = -7.8
- maximum force (hartree/bohr) = 0.041
- structure (SMILES) = CC(C)=C/C=C/O

Geometry as XYZ:
```
17
Properties=species:S:1:pos:R:3:nbo_charge:R:1
C -2.20548 0.92423 0.34024 -0.641
C -0.73008 0.77233 0.06645 0.030
C -0.18138 -0.36049 -0.34784 -0.229
C 1.14729 -0.94875 -0.28044 -0.361
C 1.42965 -2.21290 -0.60254 0.194
O 2.53323 -2.91276 -0.25916 -0.670
C 0.04392 2.02631 0.25148 -0.650
H -2.60143 1.84453 -0.08274 0.215
H -2.30182 0.70031 1.40187 0.226
H -2.75818 0.14829 -0.20117 0.213
H -0.91391 -1.13210 -0.61526 0.183
H 1.82015 -0.63525 0.48098 0.191
H 0.71040 -2.88684 -1.04212 0.172
H 3.19899 -2.34392 0.14947 0.476
H 0.07644 2.58316 -0.66862 0.223
H -0.37884 2.62301 1.04751 0.211
H 1.11106 1.81085 0.36188 0.215
```


Here is a cluster of 2 separate species, C6H10O in total in a non-equilibrium geometry from the OMol25 dataset. Energies are from the ωB97M-V functional and the def2-TZVPD basis.

Calculated values
- energy relative to the best compared isomer or geometry (same formula, charge and spin) (eV) = 2.770
- total charge = +1
- total energy (Eh) = -309.4434
- lowest unoccupied orbital energy (spin up / spin down) (eV) = -5.89 / -8.35
- highest occupied orbital energy (spin up / spin down) (eV) = -14.9 / -14.6
- expectation value of S² = 0.790
- maximum force (hartree/bohr) = 0.039
- multiplicity = 2

Geometry as XYZ:
```
17
Properties=species:S:1:pos:R:3:nbo_charge:R:1
C 1.16200 1.22105 0.12187 -0.246
C 2.33336 0.57041 0.24784 -0.214
C -1.18822 1.29666 -0.50102 -0.071
C -0.05263 0.52111 -0.37310 0.000
C -0.10932 -0.88173 -0.60821 -0.224
C -1.06061 -1.60610 -1.28227 -0.106
H 1.03693 2.30038 0.04778 0.242
H 3.20070 1.18183 0.47709 0.245
H 2.38782 -0.38787 -0.23664 0.210
H -2.16802 0.99507 -0.84423 0.222
H -1.21181 2.29375 -0.08256 0.224
H 0.69905 -1.41693 -0.11808 0.245
H -1.30365 -2.64007 -1.07803 0.246
H -1.71344 -1.08982 -1.98724 0.210
H -1.31060 -0.63821 1.63560 0.451
H 0.10655 -0.76099 2.19185 0.460
O -0.80808 -0.95855 2.38935 -0.895
```